[1]
45
Properties=species:S:1:pos:R:3:forces:R:3:mulliken_charge:R:1 method="wB97M-V/def2-TZVPD" e_above_lowest_kj_mol=10.9 charge=+2 gap_ha="0.1943 / 0.1945" mol_weight_g_mol=501.6
La 0.315 0.998 1.583 -0.76 -2.76 -1.86 1.52
P 2.473 -1.188 0.981 1.84 -0.99 -0.16 0.48
C 2.353 -1.781 -0.689 -1.89 4.16 -0.81 -0.38
C 1.083 -1.712 -1.302 -0.87 0.28 -1.95 0.34
N -0.022 -0.978 -0.820 -0.86 -1.78 -0.38 0.14
C -1.216 -1.216 -1.433 0.81 0.51 1.37 0.34
C -1.333 -2.185 -2.465 0.42 -0.37 -0.21 -0.41
C -0.219 -2.754 -3.060 -0.69 -0.22 -0.34 -0.73
C 1.026 -2.377 -2.588 0.43 -0.04 1.69 -0.57
C -2.553 -0.566 -0.939 1.76 -1.59 -1.13 -1.05
P -2.372 1.065 -0.163 -1.17 -0.06 -0.16 0.59
H 1.955 -2.729 -3.042 -0.30 0.05 0.11 0.45
H -2.338 -2.460 -2.767 0.11 -0.02 -0.17 0.48
H -0.306 -3.511 -3.847 -0.06 0.54 0.14 0.46
H -3.204 -0.523 -1.832 0.11 0.08 0.56 0.49
H -3.000 -1.303 -0.245 0.21 0.33 -0.15 0.48
H 2.877 2.211 -2.020 0.22 -1.11 1.28 0.29
H 3.067 -1.464 -1.440 1.06 -1.32 -0.07 0.43
H -0.235 5.441 -1.416 -0.50 1.37 -0.95 0.29
O 2.975 1.612 -1.220 -0.49 0.09 -2.01 -0.55
H 2.887 2.214 -0.501 0.20 1.05 0.90 0.29
H -0.255 2.463 3.084 1.46 2.66 -0.63 0.37
O -0.345 4.671 -0.903 0.49 -2.32 1.37 -0.59
H -1.247 4.343 -0.839 0.06 0.86 -0.41 0.31
C -2.899 2.046 -1.614 0.49 0.47 -0.08 -1.46
H -3.798 1.630 -2.077 0.09 0.01 0.25 0.46
H -3.107 3.073 -1.306 -0.03 -0.02 -0.10 0.36
H -2.100 2.063 -2.359 -0.05 0.11 0.01 0.41
C -3.941 0.991 0.768 0.09 0.37 0.58 -1.28
H -3.941 1.820 1.476 -0.26 -0.04 0.07 0.40
H -4.817 1.079 0.120 0.19 -0.03 -0.04 0.40
H -4.006 0.058 1.333 0.07 0.16 0.04 0.40
C 2.352 -2.963 1.530 -0.04 -0.10 0.24 -1.06
H 3.385 -3.350 1.418 -0.70 -0.08 0.31 0.39
H 1.948 -3.040 2.553 0.29 -0.12 -0.44 0.39
H 1.688 -3.452 0.786 0.33 -0.04 0.86 0.32
C 4.249 -0.657 1.125 -0.56 -0.19 0.31 -1.16
H 4.357 -0.257 2.146 0.20 -0.15 -0.31 0.43
H 4.912 -1.523 0.989 -0.11 0.35 0.06 0.42
H 4.480 0.144 0.401 -0.20 -0.39 0.25 0.34
O -1.246 0.863 5.546 0.88 -0.57 -1.34 -0.51
Cl -0.266 0.669 4.488 -0.69 -1.15 1.35 0.92
O 0.911 -0.107 4.906 -0.81 0.50 -0.58 -0.49
O -0.922 -0.233 3.274 0.91 1.36 0.43 -0.60
O 0.394 2.876 2.382 -1.67 0.16 2.09 -0.55

=====

[2]
57
Properties=species:S:1:pos:R:3:forces:R:3:mulliken_charge:R:1 method="wB97M-V/def2-TZVPD" e_above_lowest_kj_mol=2441.6 charge=0 gap_ha=0.2323 mol_weight_g_mol=412.6
C -5.262 -3.468 0.017 0.07 -1.00 5.80 -1.50
C -4.593 -2.130 0.360 -2.91 1.45 1.77 -0.03
C -3.103 -1.920 -0.001 -3.82 -11.26 -1.14 0.02
H -3.079 -2.124 -1.080 0.45 1.18 0.09 0.49
H -2.700 -3.008 0.356 0.14 2.83 -0.09 0.07
C -2.707 -0.771 0.560 5.56 5.45 -0.38 -0.95
C -3.285 0.340 -0.103 -3.53 7.94 -8.55 -0.40
N -4.009 0.460 -1.438 1.56 -1.84 5.48 -0.02
N -4.232 1.724 -1.777 2.73 -1.32 2.12 -0.79
N -3.513 2.451 -0.937 -3.06 6.29 -4.38 -0.45
N -2.970 1.969 0.010 -3.74 -13.24 -1.44 1.10
C -2.162 2.469 0.875 7.40 -3.10 6.68 -1.07
C -0.615 2.243 0.390 -2.65 1.14 5.79 0.42
C -0.165 2.777 -0.715 1.53 -1.07 -2.66 -0.18
C 1.214 2.626 -0.977 2.19 0.16 5.94 -0.91
C 1.751 2.322 0.460 2.71 0.87 -6.41 -0.11
S 0.711 1.973 1.647 -3.32 0.28 -1.39 -0.18
H 2.828 2.194 0.632 -0.53 0.04 -0.06 0.42
H 1.868 2.920 -1.827 -0.82 -0.38 0.89 0.41
H -0.865 2.952 -1.464 -1.14 0.78 -1.35 0.49
H -2.490 3.381 1.055 -0.43 4.91 0.97 0.52
H -2.239 1.897 2.063 0.03 1.43 -3.66 0.26
N -1.213 -0.456 0.516 -0.70 -3.76 3.81 0.71
C -0.645 -0.624 -0.672 3.22 2.95 -10.99 0.11
C 0.019 -1.884 -1.384 -3.91 -2.98 10.38 -1.30
N 1.046 -2.382 -0.102 -8.98 -2.59 1.31 -0.33
C 2.211 -1.940 -0.091 7.59 6.68 -2.62 0.51
C 2.876 -1.167 1.049 -13.79 -9.07 2.49 -0.03
C 3.999 -0.763 1.158 13.59 6.41 -1.70 -0.51
C 4.780 -0.559 -0.086 -3.80 -0.95 -3.79 0.88
C 4.153 -0.854 -1.376 -2.44 -2.46 4.17 -0.70
C 2.870 -1.598 -1.411 5.20 3.78 13.10 -1.43
H 2.517 -1.881 -2.196 -3.89 -3.25 -9.05 0.99
H 4.605 -0.979 -2.305 1.45 0.81 -1.31 0.41
O 5.925 0.047 -0.076 4.44 2.10 1.52 -0.47
C 6.731 0.493 -1.228 1.39 -14.31 4.44 -0.97
H 6.956 -0.662 -1.911 -0.42 3.51 1.76 0.20
H 6.151 0.942 -1.715 -7.87 7.35 -7.72 0.55
H 7.596 0.830 -0.956 4.66 2.23 1.95 0.29
H 4.434 -0.269 2.054 -0.28 -0.83 -0.51 0.35
H 2.460 -1.537 2.207 0.38 1.39 -3.24 0.03
C 0.084 -2.443 1.389 4.44 -11.85 -8.68 -1.69
H 0.783 -2.896 1.981 1.77 -0.12 2.41 0.60
C -0.486 -1.320 1.555 -1.35 13.90 1.69 0.26
H -1.183 -1.252 2.329 -0.67 -0.09 2.01 0.65
H 0.514 -0.536 1.781 -2.86 -1.86 -0.01 -0.21
H -0.455 -3.397 1.043 -0.20 1.53 0.53 0.26
H 0.639 -2.181 -2.076 2.79 0.42 -4.58 0.85
H -0.727 -2.733 -1.271 0.66 0.73 -0.57 0.22
H -1.440 -0.338 -1.562 1.69 -0.10 2.13 0.34
H 0.268 0.100 -0.929 -1.95 -0.63 1.24 -0.38
H -2.915 -0.490 1.509 -0.92 -0.59 3.83 0.67
H -5.099 -1.261 -0.246 0.24 -1.70 1.65 0.25
H -4.820 -2.079 1.539 0.92 0.85 -2.42 0.21
H -4.676 -4.351 0.551 -1.40 1.63 -1.15 0.27
H -5.160 -3.502 -0.931 1.01 -1.25 -6.87 0.49
H -6.393 -3.594 0.110 1.55 0.58 0.78 0.34

=====

[3]
138
Properties=species:S:1:pos:R:3:forces:R:3:mulliken_charge:R:1 method="wB97M-V/def2-TZVPD" e_above_lowest_kj_mol=0.0 smiles="CC(C)(C)c1cccc(C(C)(C)C)c1N1C=CN(c2c(C(C)(C)C)cccc2C(C)(C)C)C1=Cc1ccccc1.COc1ccc(C=C2C=C(c3ccccc3)C(=O)C(c3ccccc3)=C2)cc1" charge=0 gap_ha=0.1974 mol_weight_g_mol=899.3
C 0.383 -3.253 0.759 -0.29 0.41 0.18 -1.35
C 1.302 -4.454 0.693 0.35 -0.08 0.14 3.12
C 1.310 -5.145 2.070 -0.09 -0.06 0.25 -1.64
C 0.721 -5.465 -0.304 0.03 -0.06 -0.39 -1.97
C 2.762 -4.135 0.245 0.03 0.12 0.15 -0.77
C 3.571 -5.284 0.266 0.34 -0.04 -0.69 -0.36
C 4.884 -5.247 -0.168 -0.36 0.07 0.49 -1.58
C 5.396 -4.059 -0.672 -0.14 -0.15 -0.47 -0.34
C 4.622 -2.903 -0.835 0.23 -0.12 0.25 -0.10
C 5.220 -1.848 -1.842 0.21 -0.27 0.52 2.39
C 5.336 -0.420 -1.343 -0.10 0.85 0.01 -1.66
C 4.386 -1.912 -3.123 -0.15 -0.12 -0.10 -1.75
C 6.664 -2.203 -2.244 0.17 -0.20 -0.16 -2.36
C 3.323 -2.891 -0.181 0.53 -0.66 -0.01 0.71
N 2.749 -1.646 0.280 -0.54 -0.47 -0.39 1.41
C 2.466 -0.477 -0.418 0.19 0.95 -0.23 -1.67
C 2.555 0.565 0.438 0.07 0.04 -0.95 -1.42
N 2.851 0.072 1.702 -0.42 0.07 0.70 1.72
C 3.157 0.820 2.908 0.27 0.55 0.11 -1.39
C 4.448 0.751 3.536 0.27 0.01 -0.10 0.19
C 5.776 0.150 2.960 -0.32 -0.04 0.37 3.23
C 6.781 -0.184 4.074 0.21 0.06 0.16 -2.14
C 6.426 1.249 2.114 -0.05 0.22 -0.09 -1.99
C 5.579 -1.132 2.189 0.06 -0.49 -0.45 0.06
C 4.639 1.458 4.727 -0.18 0.11 0.11 -0.09
C 3.727 2.399 5.185 -0.09 -0.03 -0.41 -1.58
C 2.564 2.592 4.464 0.13 -0.21 0.37 -0.53
C 2.190 1.703 3.438 -0.12 0.20 0.01 0.74
C 0.691 1.852 3.050 0.38 0.21 0.08 2.56
C -0.137 1.879 4.346 -0.19 0.01 0.23 -1.83
C 0.089 0.768 2.172 -0.25 -0.18 -0.43 -1.30
C 0.553 3.194 2.328 -0.10 0.18 -0.21 -1.79
C 2.724 -1.300 1.627 0.83 -1.26 2.11 -0.53
C 2.701 -2.194 2.664 -0.06 0.32 -1.13 -0.83
C 2.662 -1.917 4.089 0.16 -0.38 0.77 0.53
C 1.595 -1.233 4.710 0.61 -0.12 -0.10 0.01
C 1.723 -0.789 6.024 0.31 -0.50 0.00 -0.83
C 2.846 -1.174 6.772 -0.05 0.26 0.08 -0.59
C 3.811 -2.035 6.229 -0.30 -0.05 -0.08 -0.83
C 3.710 -2.425 4.895 -0.50 0.45 0.05 -0.39
H 0.283 -2.753 -0.212 -0.02 -0.05 0.10 0.19
H -0.612 -3.573 1.101 0.13 -0.05 -0.19 0.91
H 0.763 -2.547 1.503 -0.32 -0.07 -0.23 -0.65
H 1.840 -6.105 2.042 -0.24 0.21 0.05 0.48
H 1.779 -4.524 2.837 -0.21 -0.18 -0.06 0.07
H 0.273 -5.335 2.381 0.20 -0.02 -0.06 0.49
H 1.324 -6.381 -0.343 -0.20 0.19 -0.07 0.38
H -0.298 -5.750 -0.012 0.15 0.11 0.02 0.50
H 0.679 -5.034 -1.312 0.00 -0.11 0.13 0.42
H 3.140 -6.236 0.587 0.27 0.45 -0.13 0.33
H 5.505 -6.142 -0.145 -0.11 0.23 0.12 0.41
H 6.439 -4.091 -0.993 -0.57 0.13 -0.05 0.49
H 5.848 -0.367 -0.374 -0.17 0.04 -0.29 0.27
H 5.932 0.149 -2.074 -0.08 -0.12 0.24 0.69
H 4.377 0.095 -1.284 0.39 -0.12 0.18 0.27
H 4.520 -2.898 -3.589 -0.18 0.21 0.03 0.39
H 3.317 -1.764 -2.931 0.18 -0.01 -0.10 0.29
H 4.733 -1.147 -3.828 -0.10 -0.12 0.08 0.42
H 6.711 -3.143 -2.809 0.11 0.13 0.19 0.50
H 7.062 -1.413 -2.897 -0.21 -0.22 0.15 0.42
H 7.324 -2.259 -1.368 -0.09 -0.02 -0.22 0.45
H 2.302 -0.478 -1.487 -0.03 0.05 0.24 0.96
H 2.489 1.623 0.247 -0.09 -0.07 -0.02 0.67
H 6.333 -0.795 4.869 0.07 0.14 -0.16 0.27
H 7.617 -0.747 3.638 -0.20 0.13 0.07 0.46
H 7.203 0.733 4.506 0.01 -0.31 0.04 0.52
H 5.780 1.590 1.295 0.11 -0.10 0.12 0.31
H 6.641 2.105 2.770 -0.04 -0.10 -0.30 0.49
H 7.375 0.887 1.698 -0.15 0.06 0.00 0.42
H 4.918 -0.990 1.340 0.09 -0.14 0.13 -1.39
H 6.519 -1.521 1.766 -0.04 0.21 0.30 0.61
H 5.160 -1.888 2.864 0.19 0.13 -0.44 -0.13
H 5.557 1.355 5.306 -0.31 -0.05 -0.37 0.22
H 3.957 2.981 6.076 -0.11 -0.01 -0.25 0.43
H 1.895 3.404 4.762 0.22 -0.47 -0.07 0.41
H 0.125 2.728 4.985 -0.17 -0.25 -0.08 0.44
H -1.205 1.960 4.108 0.19 -0.04 0.00 0.46
H 0.026 0.956 4.918 -0.14 0.30 -0.16 0.24
H 0.408 0.878 1.131 -0.10 -0.27 0.21 0.11
H 0.318 -0.237 2.537 -0.04 0.19 -0.31 -1.12
H -1.006 0.879 2.167 0.21 -0.01 0.09 1.04
H 1.195 3.209 1.435 -0.18 0.08 0.17 0.31
H -0.485 3.347 2.008 0.12 0.04 0.05 0.40
H 0.847 4.027 2.977 -0.08 -0.10 -0.19 0.33
H 2.938 -3.204 2.358 0.03 0.11 0.12 0.25
H 0.677 -1.095 4.139 0.38 0.25 0.24 0.83
H 0.939 -0.169 6.465 0.29 -0.27 0.01 0.38
H 2.945 -0.795 7.794 0.03 -0.26 -0.32 0.39
H 4.640 -2.407 6.837 -0.29 0.20 -0.12 0.41
H 4.429 -3.109 4.432 -0.11 0.34 0.27 0.39
C -5.133 -4.106 3.614 -0.41 0.50 -0.14 -0.72
O -5.776 -2.873 3.207 0.50 -0.21 0.16 -0.48
C -5.040 -2.014 2.448 0.59 -0.06 -0.41 0.76
C -5.668 -0.821 2.002 0.13 -1.08 0.58 -0.87
C -4.963 0.052 1.209 0.98 0.15 -0.37 -0.41
C -3.644 -0.242 0.756 -0.56 -1.48 1.58 -0.69
C -2.959 0.707 -0.075 0.38 0.33 -3.33 -0.83
C -2.587 0.421 -1.404 -0.55 0.55 2.45 0.88
C -2.197 1.463 -2.294 0.58 0.48 -1.37 -1.36
C -1.840 1.236 -3.604 -0.50 -0.01 1.28 0.46
C -1.408 2.334 -4.475 0.33 1.09 -0.45 0.63
C -0.839 3.478 -3.873 0.07 -0.29 -0.44 -0.52
C -0.336 4.526 -4.642 -0.16 -0.19 -0.18 -0.73
C -0.411 4.469 -6.042 -0.28 -0.28 0.11 -0.33
C -1.026 3.368 -6.659 0.17 0.25 0.58 -0.63
C -1.511 2.316 -5.882 0.05 -0.08 0.11 -0.25
C -1.862 -0.149 -4.140 0.31 -0.25 -1.19 0.35
O -1.635 -0.382 -5.342 -0.16 0.32 1.74 -0.82
C -2.189 -1.237 -3.190 -0.45 0.58 1.21 -0.07
C -2.086 -2.645 -3.599 -0.08 -1.20 -0.02 0.74
C -1.943 -3.631 -2.594 0.09 0.04 -0.31 -0.11
C -1.852 -4.987 -2.908 -0.18 0.21 -0.34 -0.74
C -1.927 -5.404 -4.247 -0.09 0.38 0.03 -0.46
C -2.073 -4.445 -5.260 0.07 -0.06 0.62 -0.71
C -2.137 -3.090 -4.936 0.04 0.13 0.03 -0.29
C -2.620 -0.905 -1.924 0.15 -1.22 -1.28 -0.98
C -3.060 -1.473 1.162 -0.34 0.97 -0.16 -0.04
C -3.708 -2.306 2.055 -0.98 -0.17 0.20 -0.57
H -5.870 -4.620 4.239 0.23 0.13 -0.19 0.24
H -4.884 -4.716 2.736 -0.08 0.11 0.18 0.32
H -4.221 -3.909 4.193 -0.24 0.01 -0.07 0.31
H -6.703 -0.639 2.303 0.41 -0.01 -0.13 0.42
H -5.428 0.977 0.864 0.08 -0.20 0.16 0.48
H -2.902 1.753 0.257 -0.07 -0.37 -0.18 0.48
H -2.250 2.480 -1.900 0.10 -0.25 -0.19 0.57
H -0.753 3.495 -2.786 0.13 0.17 -0.32 0.33
H 0.119 5.377 -4.133 -0.09 -0.20 -0.26 0.36
H -0.004 5.275 -6.650 -0.08 -0.14 0.16 0.37
H -1.125 3.302 -7.745 0.11 0.13 0.34 0.37
H -1.933 1.444 -6.373 0.05 0.35 0.16 0.40
H -1.876 -3.315 -1.550 0.08 -0.23 -0.32 0.00
H -1.735 -5.707 -2.095 -0.02 0.15 -0.34 0.34
H -1.883 -6.462 -4.501 0.04 0.22 0.09 0.39
H -2.136 -4.729 -6.312 0.05 -0.04 0.35 0.37
H -2.201 -2.353 -5.731 -0.10 -0.27 0.24 0.45
H -3.022 -1.687 -1.281 0.18 0.21 -0.23 1.28
H -2.088 -1.798 0.792 -0.02 0.43 0.16 1.03
H -3.196 -3.206 2.411 -0.31 0.40 -0.26 0.40